(1)
{"formula": "C93H223N5O21", "method": "ωB97M-V with the def2-TZVPD basis set", "species": ["C", "C", "C", "O", "H", "H", "H", "H", "H", "H", "H", "H", "C", "C", "C", "O", "H", "H", "H", "H", "H", "H", "H", "H", "C", "C", "C", "O", "H", "H", "H", "H", "H", "H", "H", "H", "C", "C", "C", "O", "H", "H", "H", "H", "H", "H", "H", "H", "C", "C", "C", "O", "H", "H", "H", "H", "H", "H", "H", "H", "C", "C", "C", "O", "H", "H", "H", "H", "H", "H", "H", "H", "C", "C", "C", "O", "H", "H", "H", "H", "H", "H", "H", "H", "C", "C", "C", "O", "H", "H", "H", "H", "H", "H", "H", "H", "C", "C", "C", "O", "H", "H", "H", "H", "H", "H", "H", "H", "C", "C", "C", "O", "H", "H", "H", "H", "H", "H", "H", "H", "C", "C", "C", "O", "H", "H", "H", "H", "H", "H", "H", "H", "C", "C", "C", "O", "H", "H", "H", "H", "H", "H", "H", "H", "C", "C", "C", "O", "H", "H", "H", "H", "H", "H", "H", "H", "C", "C", "C", "O", "H", "H", "H", "H", "H", "H", "H", "H", "C", "C", "C", "O", "H", "H", "H", "H", "H", "H", "H", "H", "C", "C", "C", "O", "H", "H", "H", "H", "H", "H", "H", "H", "C", "C", "C", "C", "C", "C", "N", "O", "C", "C", "C", "H", "H", "H", "H", "H", "H", "H", "H", "H", "H", "H", "H", "H", "H", "H", "H", "H", "H", "H", "C", "C", "C", "C", "C", "C", "N", "O", "C", "C", "C", "H", "H", "H", "H", "H", "H", "H", "H", "H", "H", "H", "H", "H", "H", "H", "H", "H", "H", "H", "C", "C", "C", "C", "C", "C", "N", "O", "C", "C", "C", "H", "H", "H", "H", "H", "H", "H", "H", "H", "H", "H", "H", "H", "H", "H", "H", "H", "H", "H", "C", "C", "C", "C", "C", "C", "N", "O", "C", "C", "C", "H", "H", "H", "H", "H", "H", "H", "H", "H", "H", "H", "H", "H", "H", "H", "H", "H", "H", "H", "C", "C", "C", "C", "C", "C", "N", "O", "C", "C", "C", "H", "H", "H", "H", "H", "H", "H", "H", "H", "H", "H", "H", "H", "H", "H", "H", "H", "H", "H"], "xyz": [[-2.31, -5.39, 7.42], [-2.36, -4.73, 6.03], [-2.91, -3.36, 6.04], [-1.08, -4.75, 5.38], [-1.84, -6.33, 7.39], [-3.27, -5.59, 7.85], [-1.88, -4.70, 8.14], [-2.93, -5.38, 5.40], [-3.82, -3.47, 6.63], [-3.22, -3.11, 5.04], [-2.17, -2.67, 6.56], [-0.45, -4.10, 5.71], [-2.40, -6.56, -0.76], [-2.75, -5.15, -0.41], [-4.04, -4.73, -1.12], [-2.97, -5.05, 0.97], [-1.44, -6.82, -0.37], [-2.33, -6.76, -1.86], [-3.19, -7.21, -0.40], [-1.97, -4.47, -0.68], [-4.88, -5.34, -0.92], [-3.77, -4.80, -2.14], [-4.21, -3.69, -0.86], [-2.20, -5.29, 1.48], [6.06, -3.70, -6.34], [4.81, -3.85, -5.50], [4.86, -4.96, -4.45], [4.42, -2.69, -4.74], [6.89, -3.47, -5.65], [5.80, -2.82, -6.95], [6.35, -4.54, -7.02], [4.00, -4.01, -6.24], [5.70, -4.79, -3.82], [4.98, -5.90, -4.97], [3.92, -5.03, -3.87], [5.15, -2.41, -4.17], [-6.14, -3.42, 2.86], [-6.02, -4.91, 3.09], [-6.32, -5.82, 1.92], [-4.71, -5.20, 3.54], [-5.38, -3.09, 2.19], [-5.93, -2.90, 3.85], [-7.09, -3.11, 2.49], [-6.67, -5.26, 3.87], [-5.54, -5.70, 1.11], [-7.36, -5.64, 1.57], [-6.20, -6.88, 2.22], [-4.19, -5.35, 2.73], [3.89, -3.37, 1.50], [2.56, -4.02, 1.08], [2.66, -5.40, 0.45], [1.70, -4.05, 2.25], [4.12, -3.83, 2.50], [3.72, -2.30, 1.69], [4.64, -3.65, 0.75], [2.10, -3.33, 0.30], [3.32, -5.34, -0.44], [1.74, -5.79, -0.02], [3.08, -6.12, 1.13], [0.97, -4.65, 2.11], [-4.92, 3.36, -5.04], [-3.39, 3.66, -4.92], [-2.62, 2.49, -5.48], [-3.07, 4.89, -5.61], [-5.24, 3.15, -6.06], [-5.38, 4.31, -4.84], [-5.24, 2.60, -4.29], [-3.12, 3.72, -3.89], [-2.79, 1.60, -4.86], [-1.55, 2.74, -5.43], [-2.92, 2.26, -6.54], [-2.59, 5.41, -5.00], [-2.68, 0.27, 8.82], [-3.49, 1.38, 8.13], [-3.00, 2.84, 8.14], [-3.62, 0.97, 6.76], [-1.67, 0.32, 8.42], [-3.09, -0.68, 8.43], [-2.87, 0.42, 9.89], [-4.47, 1.30, 8.60], [-3.84, 3.56, 7.96], [-2.34, 3.03, 7.31], [-2.58, 3.26, 9.08], [-3.65, 1.76, 6.21], [0.68, -1.20, 4.27], [0.97, -1.92, 5.65], [1.84, -3.13, 5.43], [1.41, -0.90, 6.56], [0.40, -1.90, 3.49], [1.51, -0.58, 3.96], [-0.26, -0.62, 4.45], [-0.05, -2.22, 5.98], [1.25, -3.80, 4.78], [2.09, -3.75, 6.31], [2.79, -2.94, 4.92], [2.33, -0.63, 6.30], [1.12, 4.78, 3.46], [1.13, 4.19, 2.09], [-0.35, 3.85, 1.69], [1.82, 5.06, 1.14], [0.86, 4.00, 4.16], [0.32, 5.50, 3.61], [2.06, 5.26, 3.72], [1.69, 3.23, 2.12], [-0.44, 3.42, 0.72], [-1.02, 4.74, 1.78], [-0.72, 3.13, 2.43], [2.79, 5.11, 1.30], [3.87, 1.73, -6.66], [5.04, 1.42, -5.67], [4.58, 1.81, -4.29], [5.44, 0.10, -5.69], [3.71, 2.80, -6.62], [2.87, 1.27, -6.45], [4.20, 1.60, -7.68], [5.85, 1.93, -6.07], [3.74, 1.24, -4.06], [4.19, 2.90, -4.19], [5.34, 1.70, -3.47], [4.67, -0.42, -5.57], [-4.30, 0.66, 3.45], [-4.39, 2.11, 3.54], [-5.80, 2.62, 3.81], [-3.40, 2.60, 4.45], [-3.27, 0.31, 3.42], [-4.82, 0.24, 2.58], [-4.74, 0.29, 4.40], [-4.13, 2.51, 2.54], [-5.72, 3.71, 3.73], [-6.29, 2.18, 4.69], [-6.34, 2.26, 2.87], [-3.35, 3.57, 4.38], [4.09, 3.06, -0.29], [5.14, 4.11, -0.07], [5.51, 4.97, -1.32], [4.51, 4.98, 0.97], [3.28, 3.29, -0.94], [3.56, 2.85, 0.64], [4.48, 2.06, -0.49], [6.03, 3.62, 0.39], [4.60, 5.44, -1.78], [6.11, 4.59, -2.17], [6.14, 5.81, -0.93], [5.06, 5.73, 1.18], [-4.76, 3.97, -0.72], [-3.96, 5.03, 0.01], [-4.66, 6.39, 0.18], [-3.71, 4.64, 1.32], [-4.18, 3.08, -1.05], [-5.16, 4.47, -1.61], [-5.57, 3.64, -0.07], [-3.01, 5.23, -0.50], [-5.52, 6.31, 0.83], [-5.02, 6.82, -0.77], [-3.93, 7.06, 0.61], [-3.28, 3.77, 1.19], [1.57, 2.59, 7.93], [2.97, 2.38, 8.34], [3.22, 1.05, 8.99], [3.86, 2.35, 7.22], [0.96, 2.61, 8.88], [1.25, 1.69, 7.34], [1.45, 3.48, 7.31], [3.25, 3.23, 8.96], [4.25, 0.89, 9.35], [2.95, 0.20, 8.36], [2.62, 0.94, 9.89], [4.15, 3.23, 6.87], [0.88, -6.99, 4.08], [-0.22, -7.03, 2.99], [-1.42, -7.84, 3.41], [-0.62, -5.69, 2.62], [1.76, -6.51, 3.66], [1.09, -8.00, 4.44], [0.61, -6.35, 4.96], [0.25, -7.41, 2.16], [-2.20, -7.86, 2.58], [-1.89, -7.35, 4.23], [-1.19, -8.87, 3.69], [-0.90, -5.21, 3.42], [6.07, -2.20, -1.42], [6.21, -0.96, -2.23], [7.10, 0.09, -1.60], [6.61, -1.50, -3.45], [6.94, -2.81, -1.70], [5.16, -2.70, -1.68], [6.01, -2.02, -0.30], [5.21, -0.52, -2.23], [7.00, 0.07, -0.53], [6.95, 1.04, -2.09], [8.14, -0.01, -1.77], [6.44, -0.87, -4.18], [-9.14, -0.17, -2.05], [-7.89, 0.62, -2.18], [-6.82, 0.26, -1.13], [-6.11, -1.07, -1.39], [-5.49, -1.04, -2.77], [-6.42, -0.63, -3.94], [-7.18, 0.57, -3.56], [-8.16, 0.78, -4.71], [-5.52, -0.32, -5.10], [-7.30, -1.84, -4.20], [-8.12, 2.13, -2.13], [-9.86, 0.20, -2.76], [-9.53, 0.00, -1.06], [-9.11, -1.24, -2.11], [-6.14, 1.16, -0.95], [-7.38, 0.17, -0.14], [-6.81, -1.89, -1.33], [-5.37, -1.29, -0.63], [-4.96, -1.97, -3.13], [-4.51, -0.47, -2.64], [-4.97, 0.59, -4.99], [-4.81, -1.15, -5.16], [-6.15, -0.34, -5.99], [-8.03, -1.51, -4.96], [-6.65, -2.67, -4.55], [-7.88, -2.04, -3.36], [-7.18, 2.59, -2.35], [-8.45, 2.41, -1.08], [-8.92, 2.40, -2.85], [-8.19, 1.72, -4.83], [1.13, 1.58, -2.31], [1.19, 0.14, -1.81], [1.90, 0.06, -0.44], [0.92, 0.45, 0.66], [-0.38, -0.29, 0.66], [-1.11, -0.19, -0.71], [-0.05, -0.61, -1.71], [-0.76, -0.55, -2.97], [-2.20, -1.30, -0.62], [-1.83, 1.13, -0.98], [2.11, -0.64, -2.81], [0.47, 2.18, -1.74], [0.69, 1.55, -3.31], [2.11, 2.06, -2.35], [2.15, -0.96, -0.29], [2.75, 0.72, -0.42], [0.85, 1.49, 0.65], [1.56, 0.25, 1.58], [-1.11, 0.01, 1.49], [-0.28, -1.32, 0.89], [-2.99, -1.23, -1.36], [-1.68, -2.26, -0.69], [-2.71, -1.35, 0.30], [-1.71, 1.36, -2.03], [-2.89, 1.13, -0.73], [-1.32, 1.95, -0.45], [1.88, -1.72, -2.62], [3.15, -0.54, -2.52], [1.94, -0.42, -3.87], [-0.74, -1.46, -3.38], [-1.71, -1.04, -5.97], [-1.07, -2.48, -5.91], [0.39, -2.27, -6.48], [1.20, -3.51, -6.35], [1.33, -3.79, -4.88], [-0.08, -4.06, -4.20], [-0.91, -2.87, -4.49], [-2.22, -3.05, -3.93], [-0.63, -5.39, -4.71], [0.22, -4.05, -2.74], [-2.03, -3.41, -6.63], [-0.94, -0.34, -5.59], [-2.68, -0.97, -5.56], [-1.86, -0.86, -7.00], [0.29, -2.00, -7.53], [0.82, -1.47, -5.90], [2.16, -3.24, -6.72], [0.82, -4.37, -6.96], [1.89, -3.05, -4.33], [1.98, -4.62, -4.74], [-0.55, -5.53, -5.79], [-0.08, -6.20, -4.25], [-1.70, -5.64, -4.46], [-0.68, -4.35, -2.17], [1.17, -4.60, -2.53], [0.40, -3.01, -2.42], [-2.47, -3.04, -7.62], [-2.85, -3.65, -5.88], [-1.57, -4.41, -6.83], [-2.32, -2.29, -3.37], [1.31, 8.51, -4.65], [0.90, 7.10, -5.20], [2.13, 6.29, -5.61], [2.79, 5.74, -4.36], [1.83, 4.86, -3.49], [0.63, 5.67, -2.95], [0.11, 6.24, -4.27], [-1.16, 6.89, -4.12], [-0.45, 4.80, -2.32], [1.18, 6.75, -1.96], [0.01, 7.38, -6.43], [0.44, 9.17, -4.61], [1.93, 9.01, -5.47], [1.90, 8.69, -3.80], [1.80, 5.49, -6.29], [2.88, 7.03, -6.08], [3.05, 6.57, -3.76], [3.70, 5.19, -4.62], [2.42, 4.37, -2.69], [1.42, 4.07, -4.09], [-1.24, 5.42, -1.86], [-0.85, 4.13, -3.08], [0.04, 4.23, -1.55], [2.21, 7.00, -2.17], [0.51, 7.68, -2.08], [1.15, 6.44, -0.88], [-0.88, 8.06, -6.23], [-0.50, 6.41, -6.62], [0.58, 7.66, -7.32], [-1.06, 7.74, -3.61], [6.52, -1.58, 6.03], [6.57, -0.24, 5.26], [7.61, -0.43, 4.08], [7.64, 0.81, 3.12], [6.24, 0.92, 2.57], [5.11, 1.15, 3.70], [5.29, 0.03, 4.67], [4.23, 0.11, 5.63], [5.24, 2.56, 4.25], [3.71, 1.02, 3.00], [7.04, 0.84, 6.17], [7.53, -1.89, 6.31], [5.97, -2.35, 5.49], [5.94, -1.46, 6.93], [8.59, -0.66, 4.43], [7.15, -1.19, 3.48], [8.20, 0.55, 2.26], [8.08, 1.67, 3.67], [5.85, 0.03, 2.06], [6.11, 1.82, 1.97], [6.17, 2.91, 4.68], [5.26, 3.14, 3.35], [4.35, 2.84, 4.81], [3.64, 1.81, 2.25], [3.41, 0.05, 2.55], [2.89, 1.28, 3.69], [7.97, 0.54, 6.68], [6.27, 1.10, 6.93], [7.33, 1.72, 5.63], [4.26, 0.92, 6.24]], "lowdin_charge": [-0.03, -0.48, -0.04, -0.08, 0.06, 0.07, 0.08, 0.11, 0.09, 0.07, 0.10, 0.05, -0.04, -0.50, -0.02, -0.05, 0.06, 0.09, 0.09, 0.09, 0.06, 0.06, 0.07, 0.04, -0.05, -0.48, -0.05, -0.08, 0.08, 0.08, 0.09, 0.12, 0.06, 0.08, 0.07, 0.03, -0.04, -0.52, -0.05, -0.06, 0.06, 0.10, 0.06, 0.13, 0.07, 0.09, 0.09, 0.06, -0.04, -0.47, -0.06, -0.08, 0.09, 0.07, 0.06, 0.13, 0.08, 0.08, 0.08, 0.03, -0.05, -0.47, -0.07, -0.04, 0.08, 0.06, 0.07, 0.10, 0.06, 0.08, 0.10, 0.03, -0.05, -0.47, -0.05, -0.08, 0.07, 0.07, 0.08, 0.12, 0.09, 0.06, 0.08, 0.02, -0.02, -0.44, -0.06, -0.08, 0.06, 0.05, 0.09, 0.10, 0.05, 0.09, 0.08, 0.07, -0.07, -0.44, -0.04, -0.09, 0.08, 0.08, 0.08, 0.12, 0.03, 0.09, 0.08, 0.04, -0.03, -0.48, -0.04, -0.02, 0.06, 0.10, 0.07, 0.12, 0.03, 0.10, 0.08, 0.05, -0.06, -0.54, -0.04, -0.06, 0.08, 0.09, 0.09, 0.11, 0.08, 0.09, 0.10, 0.11, -0.06, -0.37, -0.03, -0.09, 0.05, 0.05, 0.08, 0.13, 0.08, 0.08, 0.08, 0.09, -0.04, -0.52, -0.04, -0.07, 0.07, 0.08, 0.08, 0.11, 0.08, 0.09, 0.07, 0.08, -0.05, -0.49, -0.04, -0.11, 0.11, 0.09, 0.07, 0.14, 0.09, 0.07, 0.08, 0.12, -0.04, -0.44, -0.04, -0.09, 0.06, 0.08, 0.08, 0.11, 0.10, 0.06, 0.08, 0.08, -0.06, -0.52, -0.03, -0.06, 0.10, 0.07, 0.09, 0.11, 0.07, 0.06, 0.07, 0.09, -0.04, -0.51, -0.12, -0.19, -0.15, -0.55, -0.02, -0.04, -0.03, -0.02, -0.05, 0.08, 0.09, 0.07, 0.12, 0.13, 0.11, 0.09, 0.12, 0.12, 0.05, 0.07, 0.09, 0.10, 0.11, 0.03, 0.06, 0.11, 0.09, 0.07, -0.02, -0.48, -0.11, -0.16, -0.12, -0.44, -0.04, -0.07, -0.02, -0.01, -0.01, 0.04, 0.09, 0.07, 0.09, 0.09, 0.07, 0.10, 0.14, 0.09, 0.05, 0.08, 0.07, 0.07, 0.07, 0.06, 0.08, 0.06, 0.08, 0.06, -0.02, -0.46, -0.11, -0.18, -0.13, -0.47, -0.10, -0.03, -0.03, -0.02, -0.03, 0.08, 0.05, 0.07, 0.13, 0.10, 0.08, 0.13, 0.08, 0.09, 0.06, 0.08, 0.10, 0.07, 0.10, 0.06, 0.11, 0.10, 0.06, 0.06, -0.04, -0.51, -0.14, -0.18, -0.13, -0.46, -0.07, -0.08, -0.01, -0.01, -0.04, 0.07, 0.11, 0.04, 0.13, 0.14, 0.06, 0.10, 0.10, 0.10, 0.08, 0.08, 0.06, 0.05, 0.10, 0.08, 0.10, 0.09, 0.08, 0.11, -0.02, -0.54, -0.09, -0.16, -0.13, -0.44, -0.08, -0.07, -0.03, -0.03, -0.04, 0.09, 0.09, 0.07, 0.10, 0.11, 0.09, 0.12, 0.12, 0.09, 0.08, 0.07, 0.07, 0.05, 0.07, 0.08, 0.10, 0.09, 0.05, 0.07], "e_above_lowest_kcal_mol": 95.7, "total_energy_ha": -5530.63923, "orbital_gap_ev": 8.633}

(2)
{"formula": "C9H14O", "method": "ωB97M-V with the def2-TZVPD basis set", "species": ["C", "C", "C", "C", "C", "O", "C", "C", "H", "H", "H", "H", "H", "H", "H", "H", "C", "C", "H", "H", "H", "H", "H", "H"], "xyz": [[2.41, -1.60, -1.67], [1.21, -1.44, -0.82], [0.91, -0.40, 0.13], [-0.21, -0.54, 0.88], [-1.19, -1.59, 0.62], [-2.10, -1.89, 1.61], [-0.90, -2.65, -0.23], [0.27, -2.47, -0.98], [3.22, -1.32, -1.05], [2.44, -1.00, -2.60], [2.67, -2.64, -2.10], [1.67, 0.38, 0.29], [-0.56, 0.29, 1.69], [-3.00, -1.98, 1.14], [-1.64, -3.49, -0.30], [0.59, -3.28, -1.61], [-0.96, 3.60, 0.00], [-0.43, 2.90, 1.19], [-0.93, 3.20, -0.92], [-2.06, 3.83, 0.20], [-0.46, 4.50, -0.13], [-1.02, 1.90, 1.43], [-0.41, 3.27, 2.21], [0.50, 2.39, 1.02]], "lowdin_charge": [-0.08, -0.27, -0.06, -0.04, -0.32, -0.02, -0.02, -0.06, 0.05, 0.09, 0.10, 0.11, 0.13, 0.15, 0.13, 0.09, -0.16, -0.18, 0.03, 0.10, 0.04, 0.06, 0.07, 0.04], "e_above_lowest_kcal_mol": 53.0, "total_energy_ha": -426.48840, "orbital_gap_ev": 9.271}